# 1
C21H32F6NO3P2Ti as an isolated structure in a non-equilibrium geometry. Source: the Open Molecules 2025 dataset; level of theory: wB97M-V/def2-TZVPD.

Properties
- Total charge: +1
- M: 570.3 g mol⁻¹
- DFT total energy: -87920.29077 eV

Cartesian coordinates (Å):
C (1.699, -1.585, -3.527)
C (1.384, -0.907, -2.319)
N (0.208, -1.249, -1.645)
C (-0.670, -2.111, -2.222)
C (-0.364, -2.795, -3.388)
C (0.835, -2.521, -4.049)
C (2.217, 0.098, -1.803)
P (1.853, 0.847, -0.240)
Ti (-0.298, -0.339, 0.221)
P (-2.532, -0.681, -0.781)
C (-2.001, -2.294, -1.515)
C (-0.810, 1.854, 1.630)
C (0.082, 1.679, 2.667)
C (0.220, 2.690, 3.632)
C (-0.578, 3.829, 3.580)
C (-1.509, 3.977, 2.542)
C (-1.620, 2.973, 1.563)
O (4.383, 2.833, -5.081)
O (0.929, 4.211, -3.210)
H (2.642, -1.315, -4.008)
H (-1.084, -3.528, -3.750)
H (1.081, -3.051, -4.966)
C (3.200, 0.323, 0.889)
C (2.118, 2.631, -0.456)
H (-2.784, -2.624, -2.216)
H (-1.895, -3.051, -0.717)
H (4.810, 3.585, -4.745)
H (3.089, 0.385, -2.401)
C (-3.940, -1.092, 0.249)
C (-3.199, 0.201, -2.214)
H (0.700, 0.777, 2.764)
H (0.970, 2.569, 4.410)
H (-0.478, 4.605, 4.345)
H (-2.146, 4.866, 2.476)
H (-2.334, 3.095, 0.739)
H (-0.940, 1.124, 0.258)
H (1.262, 5.093, -2.968)
H (0.016, 4.231, -3.000)
H (3.438, 2.995, -4.908)
H (-0.957, 1.016, -0.558)
H (4.157, 0.718, 0.521)
H (3.006, 0.696, 1.903)
H (3.248, -0.774, 0.917)
H (3.196, 2.846, -0.406)
H (1.722, 2.985, -1.418)
H (1.608, 3.164, 0.357)
H (-4.110, -0.304, -2.567)
H (-3.456, 1.228, -1.911)
H (-2.462, 0.243, -3.029)
H (-4.687, -1.650, -0.329)
H (-3.610, -1.674, 1.121)
H (-4.381, -0.153, 0.604)
C (1.206, -2.458, 3.306)
C (-0.076, -2.578, 2.514)
O (-0.252, -1.570, 1.544)
C (-0.086, -3.948, 1.761)
F (0.164, -5.020, 2.558)
F (-1.261, -4.180, 1.114)
F (0.883, -3.912, 0.795)
C (-1.293, -2.483, 3.487)
F (-1.259, -3.382, 4.505)
F (-1.304, -1.232, 4.039)
F (-2.485, -2.625, 2.851)
H (2.056, -2.502, 2.615)
H (1.271, -3.278, 4.030)
H (1.210, -1.497, 3.834)


# 2
C21H33AsB2N4O3PtS2 as an isolated structure in a non-equilibrium geometry. Source: the Open Molecules 2025 dataset; level of theory: wB97M-V/def2-TZVPD.

Properties
- Total charge: +2
- M: 745.3 g mol⁻¹
- Spin multiplicity: 5
- DFT total energy: -121511.04404 eV

Cartesian coordinates (Å):
Pt (-0.397, 2.550, -0.544)
C (-2.418, 0.425, -3.119)
N (-2.460, -0.360, -1.919)
C (-2.266, -1.699, -1.808)
C (-2.255, -1.990, -0.474)
N (-2.444, -0.845, 0.224)
B (-2.554, -0.728, 1.778)
N (-1.165, -0.255, 2.321)
C (-0.239, -1.057, 2.899)
C (0.780, -0.282, 3.381)
N (0.469, 1.006, 3.088)
C (1.270, 2.175, 3.324)
C (-0.717, 1.004, 2.439)
S (-1.472, 2.456, 1.921)
C (-2.576, 0.142, -0.668)
S (-2.943, 1.788, -0.349)
H (-2.078, -0.197, -3.945)
H (-1.703, 1.246, -2.975)
H (-3.403, 0.832, -3.350)
H (-2.168, -2.333, -2.665)
H (-2.139, -2.928, 0.027)
H (-3.367, 0.088, 2.038)
H (-2.757, -1.806, 2.203)
H (-0.373, -2.120, 2.947)
H (1.668, -0.552, 3.915)
H (2.182, 1.894, 3.843)
H (0.719, 2.900, 3.926)
H (1.526, 2.631, 2.362)
C (-3.524, 4.826, -2.546)
As (-1.712, 5.472, -2.225)
C (-1.775, 7.329, -1.658)
C (-0.633, 5.254, -3.838)
O (-1.019, 4.590, -0.999)
H (-4.070, 5.553, -3.145)
H (-4.024, 4.695, -1.584)
H (-3.497, 3.871, -3.072)
H (-2.212, 7.944, -2.445)
H (-0.765, 7.680, -1.435)
H (-2.383, 7.403, -0.754)
H (-1.227, 5.471, -4.724)
H (-0.262, 4.227, -3.884)
H (0.219, 5.935, -3.800)
C (3.983, -5.166, 0.368)
C (3.023, -4.350, 1.255)
C (1.871, -5.272, 1.714)
C (3.791, -3.882, 2.488)
C (2.399, -3.224, 0.469)
C (1.655, -3.551, -0.691)
C (0.968, -2.621, -1.437)
C (1.015, -1.307, -0.996)
O (0.388, -0.214, -1.458)
B (0.709, 0.859, -0.598)
O (1.592, 0.369, 0.370)
C (1.769, -0.952, 0.143)
C (2.472, -1.891, 0.873)
H (4.438, -5.950, 0.967)
H (4.773, -4.525, -0.016)
H (3.478, -5.635, -0.469)
H (2.283, -6.132, 2.232)
H (1.280, -5.636, 0.879)
H (1.215, -4.737, 2.397)
H (4.164, -4.750, 3.027)
H (3.155, -3.322, 3.170)
H (4.649, -3.274, 2.211)
H (1.619, -4.578, -1.009)
H (0.419, -2.905, -2.320)
H (3.061, -1.588, 1.720)


> M of number 1 (C21H32F6NO3P2Ti)?

570.3 g mol⁻¹


> Look up the DFT total energy of the first one.

-87920.29077 eV


> total charge of number 2 (C21H33AsB2N4O3PtS2)?

+2


> M of number 2 (C21H33AsB2N4O3PtS2)?

745.3 g mol⁻¹